Entry 1:
Molecular formula: C5H11N
Method: DFT, ωB97M-V/def2-TZVPD

Geometry as XYZ:
```
17
Properties=species:S:1:pos:R:3:forces:R:3
C 0.670 -1.546 -1.832 -0.502 0.670 0.606
N 0.956 -0.449 -0.912 0.143 -0.786 -0.880
C 0.046 0.027 0.025 -0.146 0.476 0.241
C 0.465 0.746 1.079 -0.736 0.171 -0.537
C -0.463 1.401 2.062 -0.181 0.644 -0.057
C -1.452 -0.123 -0.245 1.244 -0.564 -0.231
H -0.192 -2.074 -1.436 0.131 -0.354 -0.102
H 0.397 -1.181 -2.823 0.093 -0.140 -0.196
H 1.514 -2.228 -1.884 0.082 -0.107 -0.108
H 1.661 0.162 -1.273 0.147 0.404 0.365
H 1.510 1.025 1.133 0.147 -0.288 0.199
H -1.386 0.861 2.284 0.379 -0.511 0.230
H 0.105 1.616 2.964 -0.286 -0.113 0.283
H -0.894 2.366 1.747 0.488 0.053 -0.277
H -1.776 0.834 -0.647 -0.501 0.097 0.441
H -1.922 -0.471 0.668 -0.523 0.427 0.003
H -1.663 -0.854 -1.021 0.022 -0.078 0.017
```
Forces are in eV/Å.

Values from the calculation:
* DFT total energy: -6852.40142 eV
* HOMO energy: -0.2745 Ha
* energy relative to the best compared isomer or geometry (same formula, charge and spin): 26.0 kcal/mol
* LUMO level: 1.079 eV
* SMILES: C/C=C(\C)NC
* molar mass: 85.15 g/mol

Entry 2:
Molecular formula: C43H48ClKN7O10SSi
Method: DFT, ωB97M-V/def2-TZVPD

Geometry as XYZ:
```
112
Properties=species:S:1:pos:R:3:forces:R:3
K -0.533 0.419 -0.007 0.222 -0.027 0.043
O 3.885 7.039 -0.212 -0.010 -0.027 0.006
N 4.455 6.034 -0.595 0.059 0.137 0.003
O 5.565 6.035 -1.093 -0.013 -0.015 -0.023
C 3.787 4.742 -0.413 -0.178 -0.313 0.046
C 4.599 3.670 -0.292 0.075 0.149 -0.010
C 4.068 2.373 -0.046 0.222 -0.127 0.010
C 4.899 1.242 0.092 -0.076 0.031 -0.005
C 4.326 0.023 0.324 -0.034 0.034 -0.006
C 2.923 -0.050 0.418 -0.031 0.030 -0.004
N 2.135 0.996 0.295 0.076 -0.124 0.076
C 2.687 2.196 0.064 -0.041 -0.007 -0.076
C 1.810 3.341 -0.106 -0.186 0.129 -0.010
N 0.484 3.112 -0.042 0.060 -0.064 0.008
C -0.349 4.114 -0.188 0.022 -0.008 0.022
C 0.084 5.422 -0.447 0.030 0.005 -0.009
C 1.427 5.675 -0.527 -0.020 0.050 0.004
C 2.347 4.623 -0.337 0.035 0.119 -0.046
H 5.669 3.805 -0.369 -0.006 0.001 -0.004
H 5.973 1.360 0.008 0.004 -0.017 0.003
H 4.914 -0.878 0.433 0.005 0.002 0.001
H 2.439 -1.004 0.601 0.017 -0.006 0.012
H -1.405 3.883 -0.092 0.026 0.013 -0.004
H -0.638 6.215 -0.583 0.002 -0.005 -0.001
H 1.780 6.673 -0.725 0.001 0.004 0.001
N -1.513 -1.011 4.198 -0.010 -0.009 -0.006
C -0.805 -0.237 5.145 -0.012 0.021 0.047
C -1.518 0.432 6.127 -0.045 -0.006 -0.001
C -0.862 1.184 7.092 0.033 0.009 0.009
C 0.520 1.270 7.082 0.011 -0.021 -0.018
C 1.237 0.615 6.088 -0.029 0.042 0.014
C 0.582 -0.131 5.123 0.021 -0.040 -0.111
S 1.515 -0.923 3.846 0.158 -0.007 0.173
N 0.357 -1.552 2.820 -0.112 -0.136 -0.149
C -0.886 -1.524 3.071 0.008 0.090 0.031
C -1.816 -2.124 2.060 0.016 -0.007 -0.109
C -3.068 -2.612 2.409 -0.037 -0.024 0.044
C -3.895 -3.089 1.403 -0.009 0.006 -0.005
C -3.457 -3.054 0.090 -0.021 -0.001 0.055
C -2.184 -2.558 -0.159 0.036 0.016 0.002
N -1.380 -2.124 0.804 0.051 0.061 -0.102
H -2.414 -0.592 3.982 -0.023 -0.032 0.041
H -2.600 0.372 6.117 0.013 0.009 -0.002
H -1.437 1.705 7.847 -0.006 -0.005 -0.004
H 1.042 1.851 7.831 -0.006 0.002 0.000
H 2.318 0.694 6.051 -0.007 0.008 0.003
H -3.387 -2.619 3.442 -0.002 0.012 -0.008
H -4.880 -3.467 1.645 0.003 -0.002 0.004
H -4.087 -3.384 -0.725 0.010 0.004 -0.003
H -1.790 -2.465 -1.169 -0.054 0.041 0.002
O -2.891 2.914 1.815 0.000 -0.074 0.045
Cl -2.586 1.570 2.224 -0.404 0.089 0.406
O -2.925 0.643 1.163 -0.082 0.003 -0.120
O -3.357 1.213 3.403 0.189 0.105 -0.154
O -1.174 1.451 2.515 -0.044 0.032 -0.018
N 2.439 -3.468 0.826 0.181 -0.049 -0.041
C 1.969 -4.331 0.230 -0.097 -0.064 -0.014
C 1.343 -5.403 -0.504 0.059 0.072 0.079
C 1.944 -6.658 -0.573 0.033 -0.020 0.028
C 1.318 -7.677 -1.270 0.001 0.020 0.002
C 0.100 -7.446 -1.898 0.002 0.022 0.012
C -0.493 -6.193 -1.828 -0.011 -0.032 -0.022
C 0.126 -5.168 -1.133 -0.013 -0.033 -0.004
H 2.891 -6.826 -0.078 -0.003 0.002 -0.002
H 1.781 -8.654 -1.326 0.002 0.008 0.002
H -0.385 -8.244 -2.445 0.001 0.001 0.004
H -1.438 -6.008 -2.322 0.012 0.004 0.002
H -0.315 -4.187 -1.073 -0.050 0.097 -0.005
C -3.158 1.234 -2.419 -0.020 0.105 0.047
C -3.365 0.325 -3.630 -0.016 -0.003 0.000
C -4.530 -0.624 -3.365 0.021 -0.014 0.017
C -3.649 1.177 -4.867 0.032 -0.018 -0.002
O -2.239 -0.494 -3.903 0.024 0.019 0.005
Si -0.613 -0.188 -3.676 0.079 0.059 0.012
O -0.087 -0.507 -2.241 -0.082 -0.185 -0.196
O -0.433 1.404 -4.161 0.061 -0.081 -0.057
C 0.785 2.100 -4.406 0.003 -0.033 0.083
C 1.930 1.561 -3.545 -0.058 -0.035 -0.016
C 1.130 1.964 -5.887 -0.019 -0.006 0.010
C 0.522 3.558 -4.050 -0.003 0.017 0.019
O 0.123 -1.035 -4.919 -0.058 0.039 0.069
C 0.077 -2.426 -5.182 -0.026 0.032 -0.017
C 1.437 -2.803 -5.761 0.032 0.013 -0.006
C -0.184 -3.237 -3.915 -0.037 0.056 -0.008
C -1.028 -2.681 -6.206 -0.001 0.012 0.014
H -4.056 1.835 -2.259 0.023 0.034 -0.001
H -2.316 1.909 -2.590 -0.008 -0.025 0.008
H -2.989 0.673 -1.499 0.013 -0.127 -0.085
H -5.468 -0.074 -3.256 0.001 -0.004 0.017
H -4.345 -1.184 -2.445 -0.013 -0.015 -0.021
H -4.625 -1.329 -4.193 -0.009 0.007 0.004
H -4.521 1.818 -4.713 0.000 -0.002 -0.001
H -3.835 0.529 -5.726 0.013 0.010 -0.004
H -2.778 1.798 -5.081 -0.024 0.005 -0.016
H 2.156 0.527 -3.811 0.015 0.023 0.017
H 1.643 1.573 -2.493 0.006 -0.006 -0.021
H 2.826 2.172 -3.690 -0.003 0.001 -0.006
H 1.227 0.908 -6.137 0.010 0.014 -0.023
H 2.065 2.481 -6.119 -0.006 -0.002 0.002
H 0.330 2.394 -6.495 0.002 -0.019 -0.005
H 0.297 3.643 -2.985 -0.001 0.013 -0.006
H -0.336 3.929 -4.615 0.006 0.006 0.003
H 1.392 4.180 -4.277 -0.006 0.006 0.007
H 2.214 -2.649 -5.010 -0.004 0.001 -0.016
H 1.657 -2.167 -6.621 0.002 -0.016 0.002
H 1.453 -3.848 -6.079 0.008 0.009 0.005
H 0.518 -2.937 -3.136 -0.010 -0.023 0.012
H -0.075 -4.303 -4.126 -0.002 -0.023 0.009
H -1.198 -3.048 -3.551 0.045 -0.011 0.016
H -0.823 -2.118 -7.119 -0.012 -0.004 0.004
H -1.980 -2.341 -5.795 0.005 -0.008 -0.024
H -1.098 -3.744 -6.453 -0.002 0.005 0.001
```
Forces are in eV/Å.

Values from the calculation:
* net charge: -1
* DFT total energy: -123837.40028 eV
* HOMO energy: -0.1834 Ha
* energy relative to the best compared isomer or geometry (same formula, charge and spin): 0.0 kcal/mol
* LUMO level: 1.056 eV
* molar mass: 957.60 g/mol

Entry 3:
Molecular formula: C45H31F5NO2OsP2S2
Method: DFT, ωB97M-V/def2-TZVPD

Geometry as XYZ:
```
89
Properties=species:S:1:pos:R:3:forces:R:3
Os -0.123 1.238 -0.084 -0.603 -1.207 -0.063
O -2.472 -1.442 -0.394 -0.249 0.118 -0.002
S -1.062 -1.289 -0.034 0.310 -0.316 0.085
C -0.739 -2.029 1.559 0.197 0.522 -0.333
C -1.092 -3.338 1.847 -0.119 -0.072 -0.059
C -0.815 -3.838 3.110 -0.033 0.009 -0.074
C -0.196 -3.032 4.059 0.024 -0.011 0.065
C 0.113 -1.710 3.774 0.003 0.013 -0.074
C -0.174 -1.185 2.515 0.032 0.014 -0.075
P 0.014 0.617 2.287 0.079 0.020 0.409
C 1.576 0.982 3.118 -0.015 0.026 -0.205
C 2.707 0.305 2.645 -0.038 0.019 0.019
C 3.926 0.470 3.279 0.042 0.042 -0.017
C 4.024 1.311 4.383 -0.017 0.011 -0.022
C 2.901 1.973 4.859 0.081 0.045 0.050
C 1.675 1.820 4.228 -0.091 -0.058 -0.066
C -1.344 1.350 3.229 0.034 0.029 -0.198
C -1.369 2.739 3.393 -0.008 -0.036 -0.046
C -2.391 3.329 4.118 -0.006 0.067 -0.012
C -3.406 2.546 4.656 0.011 -0.067 -0.011
C -3.395 1.169 4.473 -0.081 0.034 0.036
C -2.370 0.567 3.760 0.158 -0.067 0.010
C -0.045 -2.127 -1.250 0.028 0.428 0.324
C 0.329 -3.456 -1.169 -0.091 -0.085 0.056
C 1.015 -4.026 -2.233 -0.002 -0.025 -0.003
C 1.313 -3.270 -3.356 0.031 -0.025 -0.008
C 0.965 -1.927 -3.415 -0.070 0.092 0.106
C 0.290 -1.330 -2.352 0.072 0.070 0.024
P -0.198 0.428 -2.408 -0.070 0.012 -0.494
C -1.740 0.505 -3.354 0.108 0.088 0.305
C -1.905 -0.335 -4.456 -0.013 0.016 0.049
C -3.047 -0.227 -5.232 -0.021 -0.041 -0.033
C -4.034 0.695 -4.905 0.045 -0.013 0.030
C -3.870 1.529 -3.809 -0.058 0.003 -0.020
C -2.724 1.439 -3.036 0.088 0.076 0.022
C 1.062 1.297 -3.372 -0.002 0.021 0.220
C 0.666 2.412 -4.116 -0.041 -0.104 0.004
C 1.606 3.125 -4.842 0.060 0.062 0.000
C 2.941 2.741 -4.819 -0.008 0.012 -0.005
C 3.342 1.642 -4.067 0.028 0.011 0.028
C 2.412 0.927 -3.330 -0.089 0.019 -0.053
H -1.594 -3.946 1.105 -0.013 -0.012 0.049
H -1.085 -4.857 3.351 0.019 -0.001 0.018
H 0.028 -3.430 5.040 -0.007 -0.003 -0.005
H 0.560 -1.081 4.534 0.001 -0.018 0.025
H 2.622 -0.373 1.805 0.038 -0.054 0.018
H 4.800 -0.062 2.927 -0.015 -0.028 -0.008
H 4.978 1.441 4.876 -0.017 -0.016 0.032
H 2.976 2.601 5.737 -0.002 0.022 -0.023
H 0.805 2.329 4.620 0.023 -0.019 0.026
H -0.579 3.356 2.977 -0.016 0.020 0.006
H -2.391 4.400 4.277 -0.005 -0.006 -0.021
H -4.201 3.007 5.227 0.014 0.006 0.004
H -4.180 0.560 4.901 0.006 0.004 -0.007
H -2.353 -0.510 3.651 -0.070 0.034 -0.017
H 0.097 -4.051 -0.297 0.029 0.015 -0.047
H 1.311 -5.065 -2.181 -0.001 0.003 -0.012
H 1.834 -3.722 -4.189 -0.002 0.000 0.004
H 1.224 -1.344 -4.288 0.040 0.015 -0.034
H -1.162 -1.074 -4.716 0.038 -0.014 -0.011
H -3.168 -0.871 -6.092 -0.023 -0.008 0.015
H -4.930 0.759 -5.508 0.002 0.020 -0.005
H -4.638 2.250 -3.560 0.015 0.016 -0.004
H -2.586 2.109 -2.197 -0.052 -0.006 -0.083
H -0.377 2.704 -4.145 0.011 -0.009 -0.061
H 1.297 3.971 -5.442 -0.009 0.007 0.026
H 3.670 3.295 -5.395 -0.005 -0.021 -0.022
H 4.379 1.332 -4.072 0.006 -0.004 -0.006
H 2.727 0.072 -2.745 -0.009 -0.085 -0.112
S -4.339 2.717 0.709 0.247 -0.049 -0.097
C -3.257 4.009 0.411 -0.041 -0.060 0.014
C -2.027 3.535 0.115 -0.060 0.072 -0.086
N -1.947 2.151 0.118 -0.263 0.253 0.192
C -3.112 1.598 0.417 -0.158 0.071 -0.009
H -3.566 5.041 0.461 -0.030 -0.021 0.010
H -1.162 4.130 -0.139 0.028 -0.015 0.045
H -3.277 0.527 0.415 0.022 0.004 0.059
F 6.165 3.830 -1.302 0.205 0.132 -0.028
C 5.121 3.121 -1.028 -0.087 -0.057 0.008
C 3.854 3.728 -1.008 -0.343 -0.115 0.081
F 3.729 5.009 -1.251 0.086 0.090 -0.046
C 2.757 2.963 -0.731 -0.289 0.240 0.080
F 1.549 3.531 -0.704 0.005 -0.033 -0.022
C 2.836 1.566 -0.474 -0.321 -0.343 0.053
O 1.813 0.802 -0.267 0.984 0.696 -0.019
C 4.138 0.996 -0.493 0.320 0.047 -0.054
F 4.251 -0.292 -0.270 0.001 -0.194 0.030
C 5.253 1.752 -0.760 -0.172 -0.340 0.118
F 6.438 1.195 -0.771 0.165 0.014 -0.042
```
Forces are in eV/Å.

Values from the calculation:
* net charge: +3
* multiplicity: 5
* DFT total energy: -109028.57059 eV
* HOMO energy (alpha / beta): -0.5972 / -0.6080 Ha
* energy relative to the best compared isomer or geometry (same formula, charge and spin): 0.0 kcal/mol
* LUMO level (alpha / beta): -8.195 / -10.985 eV
* molar mass: 1029.05 g/mol